{
  "formula": "C22H28N2O4",
  "method": "wB97M-V/def2-TZVPD",
  "e_homo_ev": -9.91,
  "energy_ha": -1265.67853,
  "homo_lumo_gap_ev": 10.529,
  "smiles": "CCCCN1C(=O)[C@@H]2[C@@H]3C=C[C@H]([C@@H]2C1=O)[C@H]1[C@@H]2C(=O)N(CCCC)C(=O)[C@@H]2[C@@H]31",
  "relative_energy_kcal_mol": 0.00,
  "e_lumo_ha": 0.0228,
  "elements": ["O", "O", "O", "O", "N", "N", "C", "C", "C", "C", "C", "C", "C", "C", "C", "C", "C", "C", "C", "C", "C", "C", "C", "C", "C", "C", "C", "C", "H", "H", "H", "H", "H", "H", "H", "H", "H", "H", "H", "H", "H", "H", "H", "H", "H", "H", "H", "H", "H", "H", "H", "H", "H", "H", "H", "H"],
  "positions_angstrom": [[-3.17649, -2.13212, 2.18327], [2.99836, 2.11146, -1.71022], [2.06002, -2.23520, -2.63419], [-2.22794, 2.20509, 3.11926], [-2.87724, 0.02274, 2.88985], [2.64220, -0.03252, -2.42525], [4.70100, -0.25195, -3.74997], [0.43234, 0.77170, -0.18649], [6.78592, -0.47393, -5.14910], [-1.64104, 0.93364, 1.12039], [-0.64114, -1.33403, 0.67431], [2.60469, 0.99424, -1.50316], [3.21947, 0.12171, -3.74507], [-5.81192, 0.53702, 1.92497], [-2.74558, -1.02372, 2.00461], [-5.99483, 0.31541, 3.42306], [-1.95546, -0.52762, 0.80700], [-0.10910, 1.13872, 1.19992], [2.12475, -1.23093, -1.97596], [5.30967, -0.09765, -5.14074], [0.11547, -0.70201, -0.49954], [-3.56274, -0.10981, 4.16085], [1.63147, -1.00881, -0.56628], [-4.80687, 0.77224, 4.27090], [0.13669, -1.11262, 1.93611], [1.94655, 0.45564, -0.25541], [0.41015, 0.15614, 2.20555], [-2.26568, 1.18592, 2.48239], [-0.85780, -2.38744, 0.49534], [4.76793, -0.73462, -5.84313], [-6.76123, 0.40573, 1.41045], [-2.85702, 0.16852, 4.94945], [7.20308, -0.35964, -6.14651], [-6.18910, -0.74266, 3.61053], [6.91732, -1.50788, -4.83821], [-5.10633, -0.17384, 1.50385], [0.12305, 2.17055, 1.46450], [0.09928, 1.49958, -0.92766], [-6.87250, 0.87641, 3.75218], [-5.45300, 1.54567, 1.72830], [4.80553, -1.28687, -3.41667], [-2.55124, -0.65558, -0.09985], [1.97614, -1.78448, 0.11351], [-0.41395, -0.88830, -1.43503], [-3.82477, -1.16588, 4.26152], [0.41770, -1.94457, 2.55937], [5.23123, 0.39058, -3.04340], [-4.53632, 1.79658, 4.01013], [3.09068, 1.16643, -4.03787], [0.94364, 0.49487, 3.07747], [-2.06345, 1.63054, 0.39295], [-5.10785, 0.76586, 5.32042], [5.19556, 0.93694, -5.47121], [7.34564, 0.16273, -4.46765], [2.66446, -0.52905, -4.42520], [2.51060, 0.70104, 0.64137]]
}